A structure of composition C51H75BN5P4Re, computed with the ωB97M-V functional and the def2-TZVPD basis.

Geometry as XYZ:
```
137
Properties=species:S:1:pos:R:3:forces:R:3
Re 0.64675 -0.77550 -0.33359 -0.34 -1.44 -0.60
C -3.27913 -0.95453 3.75303 -0.10 0.12 -0.10
C -3.97134 0.17285 2.98958 -0.17 -0.05 -1.06
C -3.61150 1.50170 3.64391 -0.08 -0.10 -0.13
C -5.47898 -0.04332 2.97632 0.12 0.00 0.39
P -3.26669 0.20179 1.20354 0.55 0.25 -0.04
C -3.23564 -1.61748 0.76435 -0.54 0.50 0.09
N -1.99644 -2.22714 1.19007 0.08 -0.13 -0.10
B -0.62146 -1.79791 1.12068 0.28 0.58 -0.42
N 0.10480 -2.74166 1.92684 0.40 0.01 -0.11
C 1.51908 -2.79077 2.17099 0.10 -0.01 -0.24
P 2.26622 -1.16464 1.63962 -0.23 -0.71 0.41
C 4.08215 -1.62314 1.16434 -0.26 0.21 -0.12
C 4.30366 -3.13801 1.18974 -0.09 0.09 0.10
C 5.09291 -0.98578 2.11441 -0.06 0.00 0.02
C 4.35136 -1.10235 -0.25517 0.02 0.00 0.06
C 2.07908 -0.17490 3.27706 -0.06 0.23 -0.18
C 0.60198 -0.29777 3.66588 -0.01 -0.06 -0.23
C 2.94049 -0.74614 4.40542 0.13 -0.10 -0.09
C 2.40448 1.30388 3.09731 0.00 -0.07 -0.16
C -0.72572 -3.75372 2.31828 -0.78 -0.24 0.00
C -0.46031 -4.94863 2.98437 0.01 -0.01 0.02
C -1.50447 -5.83230 3.15641 -0.01 0.05 0.00
C -2.78577 -5.53980 2.67565 0.04 0.09 -0.02
C -3.06262 -4.35189 2.02696 -0.16 -0.15 0.00
C -2.02755 -3.44304 1.84983 0.51 -0.31 0.21
C -4.44999 0.94607 -0.11298 0.12 -0.55 0.70
C -3.71064 0.78591 -1.44889 -0.04 0.03 0.27
C -4.62548 2.43177 0.19415 0.08 -0.11 0.03
C -5.81377 0.26380 -0.21541 0.00 0.20 -0.18
H -3.42795 -0.78766 4.81743 -0.05 -0.02 0.16
H -3.69009 -1.93254 3.51676 0.00 -0.12 -0.04
H -2.20785 -0.96122 3.56356 0.20 -0.04 0.06
H -4.13616 1.59395 4.59221 -0.07 0.00 0.15
H -2.54464 1.53547 3.84333 0.17 0.08 0.03
H -3.88129 2.35272 3.02345 -0.01 0.13 -0.01
H -5.80599 -0.23420 3.99792 -0.14 -0.02 0.11
H -6.00569 0.83946 2.62587 -0.08 0.04 -0.06
H -5.76608 -0.90316 2.37433 -0.08 -0.05 -0.05
H -4.05609 -2.11621 1.28377 0.00 -0.05 -0.19
H -3.40839 -1.74253 -0.30849 -0.10 -0.06 0.00
H 1.71767 -2.98800 3.23067 0.07 0.06 -0.13
H 1.94702 -3.61532 1.59266 0.12 0.12 0.15
H 4.06103 -3.57817 2.15275 -0.04 -0.10 0.08
H 3.76209 -3.66235 0.40457 -0.08 -0.11 -0.06
H 5.36235 -3.32498 1.01958 0.10 0.04 -0.07
H 5.10556 -1.47977 3.07966 0.01 0.04 0.10
H 6.08745 -1.09443 1.68603 0.09 -0.04 -0.11
H 4.90875 0.07600 2.24546 0.04 0.14 0.09
H 3.45942 -1.12192 -0.88630 0.01 0.03 -0.13
H 4.72806 -0.08440 -0.22518 -0.06 0.11 -0.12
H 5.11325 -1.71493 -0.73199 0.10 -0.07 -0.03
H 0.37780 -1.25859 4.12052 -0.09 -0.14 -0.02
H 0.36717 0.46984 4.40066 0.04 0.09 0.07
H -0.04127 -0.15954 2.79517 -0.16 0.08 0.22
H 3.08574 -1.81951 4.33402 0.07 -0.19 0.09
H 3.91018 -0.26509 4.45475 0.13 -0.02 -0.04
H 2.44772 -0.55566 5.35544 -0.14 0.06 0.08
H 1.77310 1.76298 2.34200 -0.05 0.15 -0.02
H 2.23003 1.81994 4.03844 -0.08 0.00 0.15
H 3.44369 1.47313 2.83762 0.14 0.06 -0.09
H 0.52351 -5.20068 3.34923 0.14 0.04 0.01
H -1.33464 -6.77379 3.65325 0.05 -0.08 0.07
H -3.56874 -6.27015 2.79987 -0.11 -0.05 0.03
H -4.05321 -4.18186 1.63596 -0.10 0.09 -0.01
H -2.63924 0.96179 -1.32744 0.14 0.05 -0.07
H -3.88517 -0.20120 -1.87531 0.05 -0.17 -0.09
H -4.09893 1.51105 -2.16112 -0.06 0.07 -0.14
H -3.66582 2.94346 0.24093 0.14 0.11 0.05
H -5.22004 2.89726 -0.59062 -0.07 0.04 -0.10
H -5.15165 2.58812 1.13184 -0.04 0.03 0.12
H -5.73851 -0.82145 -0.23428 -0.02 -0.13 0.00
H -6.48356 0.55797 0.58509 -0.01 -0.05 0.05
H -6.28238 0.57561 -1.14850 -0.12 0.00 -0.12
C -0.69909 2.57310 -3.00100 -0.32 0.22 -0.14
N -0.08222 1.52148 -2.20227 0.76 -0.82 0.57
P 0.36155 1.67731 -0.54503 0.08 1.30 -0.24
C 1.96901 2.57247 -0.53920 -0.16 -0.48 0.11
C 2.08958 3.81840 -1.15027 0.02 0.09 -0.03
C 3.30957 4.47212 -1.16429 -0.19 0.06 -0.08
C 4.41545 3.90954 -0.54752 0.01 -0.10 0.07
C 4.29735 2.68040 0.07873 0.09 -0.04 0.01
C 3.08565 2.01270 0.06579 -0.23 -0.05 -0.09
C -0.64398 2.91149 0.34116 -0.07 -0.54 0.15
C -0.97610 4.17572 -0.14343 -0.06 0.01 -0.15
C -1.43557 5.15024 0.72711 0.01 0.03 -0.11
C -1.53333 4.89792 2.08553 0.03 -0.15 -0.01
C -1.21829 3.63928 2.57087 0.09 0.09 0.03
C -0.79609 2.65011 1.70227 0.18 -0.12 -0.20
P 1.16566 0.45606 -2.82968 -0.92 1.27 -0.74
C 2.33209 1.55817 -3.70329 0.29 -0.57 0.51
C 1.92218 2.27363 -4.82740 -0.12 -0.10 0.07
C 2.81078 3.12023 -5.46027 -0.11 0.07 -0.03
C 4.11422 3.23592 -5.00161 0.02 -0.07 0.04
C 4.53476 2.49458 -3.90955 0.10 0.06 -0.02
C 3.64586 1.66009 -3.25654 -0.05 -0.11 0.01
C 0.39536 -0.32870 -4.29371 0.04 -0.36 0.44
C 1.28624 -1.01708 -5.11941 0.10 0.07 0.06
C 0.83312 -1.67599 -6.24759 0.00 -0.10 0.00
C -0.52080 -1.67287 -6.55380 0.01 0.01 0.02
C -1.41533 -1.01371 -5.72614 -0.09 -0.07 -0.03
C -0.96869 -0.35593 -4.59066 0.14 0.19 -0.02
H -0.06277 3.44925 -3.14488 0.04 -0.08 0.04
H -1.62865 2.86818 -2.51452 -0.01 0.03 -0.11
H -0.93917 2.17090 -3.98454 -0.04 0.10 0.07
H 1.24227 4.29271 -1.61787 -0.05 0.06 -0.04
H 3.38907 5.43081 -1.65370 0.02 0.09 -0.03
H 5.36210 4.42696 -0.55314 0.09 0.06 0.02
H 5.15149 2.24266 0.57266 0.14 -0.05 0.06
H 2.98499 1.04145 0.53238 0.14 0.08 -0.01
H -0.88760 4.42947 -1.18588 0.03 0.02 -0.10
H -1.69299 6.12373 0.34083 -0.04 0.10 -0.06
H -1.84544 5.67742 2.76169 -0.07 0.09 0.07
H -1.28026 3.44143 3.62879 -0.06 -0.05 0.11
H -0.55371 1.65996 2.05597 -0.09 -0.02 0.20
H 0.92199 2.15682 -5.21888 -0.03 0.01 -0.07
H 2.48031 3.68115 -6.31997 0.02 0.07 -0.12
H 4.80406 3.88766 -5.51204 0.11 0.09 -0.06
H 5.55615 2.56561 -3.57004 0.11 0.01 0.04
H 3.97568 1.08240 -2.40326 0.02 0.00 0.05
H 2.34616 -0.99990 -4.88983 0.06 0.00 -0.10
H 1.53288 -2.19008 -6.88860 0.06 -0.03 -0.06
H -0.87716 -2.18133 -7.43618 -0.03 -0.03 -0.09
H -2.46739 -1.00899 -5.96504 -0.11 0.02 -0.04
H -1.68234 0.16375 -3.96498 -0.07 0.05 0.06
N 1.37739 -2.76491 -1.40681 0.40 0.83 0.37
C 0.37087 -3.62248 -2.07387 -0.86 -0.08 -0.21
C -1.04273 -3.08810 -1.80765 0.28 -0.68 0.14
N -1.01154 -1.62152 -1.76708 0.74 0.74 0.52
H 1.91963 -2.29814 -2.13635 0.08 -0.26 0.16
H 2.04168 -3.34573 -0.90030 -0.05 0.13 0.07
H 0.43214 -4.64704 -1.70307 0.11 0.12 -0.05
H 0.56335 -3.64077 -3.14959 0.09 0.01 0.11
H -1.39692 -3.46536 -0.84657 -0.03 0.15 -0.07
H -1.72169 -3.45207 -2.58598 0.06 0.11 0.09
H -1.92528 -1.25656 -1.51186 0.00 0.14 0.01
H -0.79916 -1.27285 -2.70689 -0.29 -0.10 0.14
```
Forces are in eV/Å.

Computed properties:
LUMO (spin up / spin down): -8.141 / -9.847 eV
Total charge: +3
DFT total energy: -3729.90133 Eh
Orbital gap (spin up / spin down): 0.2385 / 0.1676 Ha
2S+1: 4

The ion C4H10NO2S with charge +1, computed with the ωB97M-V functional and the def2-TZVPD basis.

Geometry as XYZ:
```
18
Properties=species:S:1:pos:R:3:forces:R:3
C -0.86747 0.26965 0.65837 0.41 -0.18 0.72
C -0.46186 0.88589 -1.76543 0.97 0.06 0.48
C 0.34687 -0.65278 0.94331 0.50 0.75 0.30
C 1.65767 0.08259 0.78354 -1.03 -0.64 -1.14
N -1.28241 0.20776 -0.79064 -0.53 -0.25 -0.03
O 0.26480 -1.77916 0.11106 -0.35 -0.09 -0.18
O 1.77918 1.15750 1.55892 0.11 0.68 0.64
S 2.90811 -0.42079 -0.26643 0.79 -0.03 -0.18
H -1.70961 -0.04179 1.28130 -0.14 0.01 -0.28
H -0.60521 1.29886 0.90570 -0.09 -0.06 -0.11
H -0.33516 1.93756 -1.60511 -0.26 0.38 -0.03
H 0.38851 0.33211 -2.11755 -0.04 -0.27 -0.23
H 0.27112 -0.91784 2.00784 -0.18 -0.05 -0.04
H -1.33743 -0.78720 -1.04767 -0.09 0.14 0.14
H -2.22737 0.60860 -0.83158 0.10 -0.26 -0.05
H 0.50696 -2.58282 0.58325 -0.03 0.01 0.06
H 2.64727 1.58454 1.50819 -0.13 -0.15 -0.02
H 2.21635 -1.44370 -0.77632 -0.01 -0.04 -0.04
```
Forces are in eV/Å.

Computed properties:
LUMO (spin up / spin down): -3.212 / -5.099 eV
Total charge: +1
DFT total energy: -761.44613 Eh
Orbital gap (spin up / spin down): 0.3827 / 0.1783 Ha